Record 1
The molecule C3H8N2S2, computed with ωB97M-V/def2-TZVPD.

The geometry in ORCA input format:
```
! wB97M-V def2-TZVPD RIJCOSX def2/J DEFGRID3
* xyz 0 1
S -1.5618 -1.1217 1.7461
S 1.0718 -0.7896 -0.2550
N -0.2508 1.4944 -0.8473
N -1.3516 0.1170 0.6186
C -0.0538 1.4256 -2.2906
C -0.3443 0.3165 -0.1128
C 2.4300 0.4015 -0.1185
H -1.0502 2.0589 -0.5982
H 3.3650 -0.1923 -0.0084
H -0.8691 0.9541 -2.8243
H -0.3680 -1.7435 1.6831
H 2.5007 1.0581 -0.9843
H 0.0881 2.4400 -2.6566
H 2.3298 1.0093 0.8016
H 0.8687 0.8540 -2.5378
*
```

## Properties
Maximum force (hartree/bohr): 0.022
Energy above the lowest of the compared OMol25 structures with the same formula, charge and spin (eV): 1.062
DFT total energy (hartree): -1024.9619

Quick look at the natural (NBO) charges, all values in e: 0.20 0.17 -0.63 -0.64 -0.42 0.29 -0.74 0.39 0.23 0.19 0.09 0.22 0.21 0.23 0.20

***

Record 2
A structure of composition C3H8N3, computed with ωB97M-V/def2-TZVPD.

The geometry in ORCA input format:
```
! wB97M-V def2-TZVPD RIJCOSX def2/J DEFGRID3
* xyz 1 1
N -0.8583 1.1319 -0.5171
N 1.5332 0.3051 -0.7985
N 2.3370 0.0928 0.1172
C -0.4706 -1.2503 -0.4489
C 0.2572 0.0711 -0.1145
C 0.8035 0.0490 1.3181
H 0.4805 -0.7490 2.0918
H -1.6749 0.6368 -0.6590
H 1.1046 1.0276 1.8137
H -0.9590 1.8684 0.1994
H -1.2916 -1.2387 0.2586
H -0.7334 -1.2459 -1.6078
H -0.5246 1.4586 -1.4356
H -0.0035 -2.1573 -0.2175
*
```

## Properties
Maximum force (hartree/bohr): 0.072
Energy above the lowest of the compared OMol25 structures with the same formula, charge and spin (eV): 5.372
DFT total energy (hartree): -282.9664

Quick look at the natural (NBO) charges, all values in e: -0.70 -0.18 0.09 -0.64 0.19 -0.36 0.26 0.44 0.25 0.46 0.23 0.24 0.46 0.27

***

Record 3
A structure of composition C3H8N3, computed with ωB97M-V/def2-TZVPD.

The geometry in ORCA input format:
```
! wB97M-V def2-TZVPD RIJCOSX def2/J DEFGRID3
* xyz 1 1
N 0.0950 -0.4635 0.3528
N 2.7445 0.2694 0.1450
N -5.6428 0.0527 0.6778
C -0.6597 -0.0501 -0.5551
C -4.7222 0.0117 -0.0660
C -3.6617 -0.1014 -0.7476
H -0.2111 -1.0763 1.1352
H -6.2171 0.9423 0.8768
H 1.3788 -0.1173 0.2597
H 3.2655 0.2570 0.9996
H 2.7691 1.0942 -0.4685
H -3.2133 0.0980 -1.7512
H -0.1123 0.6858 -1.2033
H 3.1233 -0.5719 -0.2503
*
```

## Properties
Maximum force (hartree/bohr): 0.090
Energy above the lowest of the compared OMol25 structures with the same formula, charge and spin (eV): 8.253
DFT total energy (hartree): -282.8605

Quick look at the natural (NBO) charges, all values in e: -0.75 -1.00 -0.57 0.31 0.31 -0.30 0.43 0.45 0.44 0.42 0.43 0.24 0.16 0.41

***

Record 4
A cluster of 2 separate species, C3H8N3 in total, computed with ωB97M-V/def2-TZVPD.

The geometry in ORCA input format:
```
! wB97M-V def2-TZVPD RIJCOSX def2/J DEFGRID3
* xyz 1 1
N 1.8601 0.5516 -0.1519
N -0.3199 0.0815 0.5552
N 0.4006 -1.1151 0.3198
C 0.6672 1.2748 0.0740
C -1.6242 -0.0907 0.0017
C 1.6542 -0.6666 -0.0993
H -2.4929 0.6145 0.1294
H -2.0772 -1.1743 0.2038
H 0.4741 1.9890 -0.7906
H -1.5064 -0.1738 -1.0652
H 0.8718 1.6791 1.1059
H 2.3098 -1.3922 -0.4522
H -0.3238 0.2301 1.5848
H 0.1067 -1.8080 -1.4154
*
```

## Properties
Maximum force (hartree/bohr): 0.102
Energy above the lowest of the compared OMol25 structures with the same formula, charge and spin (eV): 7.540
DFT total energy (hartree): -282.8867

Quick look at the natural (NBO) charges, all values in e: -0.35 -0.28 -0.24 -0.10 -0.47 0.20 0.28 0.27 0.28 0.23 0.24 0.23 0.45 0.26

***

Record 5
A cluster of 2 separate species, C3H8N3 in total, computed with ωB97M-V/def2-TZVPD.

The geometry in ORCA input format:
```
! wB97M-V def2-TZVPD RIJCOSX def2/J DEFGRID3
* xyz 1 1
N -1.2549 -0.3955 -0.0991
N -0.1989 2.0958 -0.1935
N 1.3916 0.2465 0.0280
C 2.2129 -0.8593 -0.0923
C -2.3191 -0.6473 0.5262
C 0.5402 1.0333 -0.0954
H -1.0956 1.9077 -0.6717
H 0.1824 3.0779 0.1209
H -2.9421 -0.0100 1.0373
H -0.7966 -1.1351 -0.5315
H -2.8771 -1.6879 0.3701
H 1.5153 -1.6596 -0.4113
H 2.6547 -1.1084 0.8886
H 2.9872 -0.8580 -0.8764
*
```

## Properties
Maximum force (hartree/bohr): 0.107
Energy above the lowest of the compared OMol25 structures with the same formula, charge and spin (eV): 3.425
DFT total energy (hartree): -283.0379

Quick look at the natural (NBO) charges, all values in e: -0.68 -0.82 -0.30 -0.44 0.05 0.79 0.47 0.48 0.18 0.36 0.17 0.23 0.26 0.26

***

Record 6
The ion C3H8N3 with charge +1, computed with ωB97M-V/def2-TZVPD.

The geometry in ORCA input format:
```
! wB97M-V def2-TZVPD RIJCOSX def2/J DEFGRID3
* xyz 1 1
N 1.6277 0.1760 0.3670
N -1.6289 -0.0463 0.0958
N -0.4717 -0.0339 -0.6012
C -2.8709 0.3959 -0.0763
C 2.6521 0.4910 -0.3019
C 0.6083 -0.8099 -0.1001
H 0.2911 -1.2975 0.8589
H 3.2476 1.4209 0.0660
H 0.9385 -1.5251 -0.9991
H -3.3298 0.9813 -0.9582
H -1.6690 -0.6115 0.9888
H 2.8215 0.0093 -1.1652
H -3.6753 0.0812 0.6349
H 1.4589 0.7686 1.1907
*
```

## Properties
Maximum force (hartree/bohr): 0.101
Energy above the lowest of the compared OMol25 structures with the same formula, charge and spin (eV): 5.114
DFT total energy (hartree): -282.9758

Quick look at the natural (NBO) charges, all values in e: -0.39 -0.23 -0.44 -0.14 0.13 -0.11 0.19 0.24 0.26 0.24 0.38 0.21 0.22 0.44

***

The lowest energy above the lowest of the compared OMol25 structures with the same formula, charge and spin belongs to which entry? C3H8N2S2